{
  "formula": "C18H48F6O18PS6",
  "method": "the ωB97M-V functional and the def2-TZVPD basis",
  "species": ["S", "S", "S", "S", "S", "S", "P", "F", "F", "F", "F", "F", "F", "O", "O", "O", "O", "O", "O", "O", "O", "O", "O", "O", "O", "O", "O", "O", "O", "O", "O", "C", "C", "C", "C", "C", "C", "C", "C", "C", "C", "C", "C", "C", "C", "C", "C", "C", "C", "H", "H", "H", "H", "H", "H", "H", "H", "H", "H", "H", "H", "H", "H", "H", "H", "H", "H", "H", "H", "H", "H", "H", "H", "H", "H", "H", "H", "H", "H", "H", "H", "H", "H", "H", "H", "H", "H", "H", "H", "H", "H", "H", "H", "H", "H", "H", "H"],
  "positions_angstrom": [[-0.49, -1.65, -7.71], [2.04, -5.07, -0.54], [0.69, -1.72, 3.60], [3.94, 4.27, -1.92], [-4.71, -1.98, 3.82], [-0.57, 4.47, 2.59], [-0.20, 0.39, -0.92], [-1.18, 1.22, -1.91], [1.01, 1.37, -1.37], [-0.45, 1.50, 0.28], [0.06, -0.64, -2.15], [-1.44, -0.47, -0.35], [0.82, -0.33, 0.12], [1.55, -0.91, 4.43], [-1.62, -1.62, -8.61], [4.28, 2.88, -2.67], [-4.91, -3.19, 4.55], [0.82, 4.07, 2.69], [3.54, -4.59, -1.01], [-0.04, -2.84, 4.51], [-4.78, -2.41, 2.27], [-0.74, 6.01, 3.11], [0.50, -2.70, -7.81], [1.59, -5.91, -1.63], [1.23, -2.38, 2.45], [-1.66, 3.70, 3.14], [-1.01, -1.59, -6.18], [5.03, 4.55, -1.02], [-3.54, -1.14, 3.97], [2.08, -5.51, 0.82], [3.55, 5.22, -2.93], [-1.88, -2.79, -4.26], [4.97, 1.88, -1.94], [-0.49, -3.16, 6.89], [-0.06, 7.12, 2.59], [0.37, -0.11, -7.64], [-0.83, -2.38, 5.59], [-1.88, -2.64, -5.77], [-1.03, 8.30, 2.51], [4.16, -2.24, -0.65], [-1.03, 4.75, 0.83], [-6.33, -1.07, 3.93], [4.24, -3.67, -0.18], [1.14, -3.53, -0.69], [-4.37, -1.45, 1.28], [4.94, 0.64, -2.82], [-0.70, -0.71, 3.04], [-4.13, -2.27, 0.00], [2.46, 3.80, -0.95], [0.77, 0.14, -8.62], [-0.37, -4.23, 6.68], [-1.41, -1.30, 2.47], [5.97, 2.15, -1.59], [0.43, -2.72, 7.26], [-1.75, -3.59, -6.29], [-3.29, -2.96, 0.04], [-3.50, -0.87, 1.60], [2.61, 2.97, -0.27], [5.45, 0.83, -3.76], [0.88, 7.33, 3.12], [-7.06, -1.78, 3.55], [0.31, 6.90, 1.58], [-1.31, 3.79, 0.40], [-5.06, -2.81, -0.17], [-1.96, -1.79, -3.81], [5.39, -0.20, -2.30], [-1.82, 5.49, 0.83], [-0.44, 9.11, 2.05], [-1.91, 8.17, 1.90], [4.82, -1.62, -0.03], [-0.61, -1.35, 5.85], [-6.40, -0.95, 5.01], [-2.90, -2.34, -6.01], [-0.90, -3.07, -3.86], [-1.90, -2.55, 5.46], [-2.70, -3.39, -3.86], [1.31, -3.05, -1.64], [-0.17, 5.15, 0.30], [5.27, -4.04, -0.17], [2.11, 4.71, -0.48], [4.55, -2.22, -1.67], [1.18, -0.25, -6.93], [-1.20, -0.31, 3.92], [-1.37, -3.12, 7.53], [3.24, -1.65, -0.58], [0.11, -3.85, -0.51], [-1.15, 8.60, 3.55], [-6.27, -0.14, 3.38], [-0.30, 0.64, -7.23], [-0.35, 0.11, 2.41], [3.96, -3.75, 0.88], [4.54, 1.61, -0.97], [1.75, 3.57, -1.74], [1.52, -2.94, 0.15], [3.90, 0.39, -3.03], [-3.80, -1.61, -0.80], [-5.15, -0.71, 1.08]],
  "spin_multiplicity": 1,
  "homo_ev": -8.710,
  "mol_weight_g_mol": 889.93,
  "e_tot_ev": -146910.1871,
  "total_charge": -1,
  "de_lowest_ev": 0.4167,
  "lumo_energy_ev": 1.84
}